Entry 1:
{"formula": "C35H61AsCl5N3O2PdSi6", "method": "the ωB97M-V functional and the def2-TZVPD basis", "symbols": ["Pd", "Cl", "C", "C", "Cl", "C", "Cl", "C", "O", "C", "Cl", "C", "Cl", "C", "Si", "C", "C", "C", "Si", "C", "C", "C", "Si", "C", "C", "C", "C", "C", "C", "C", "N", "H", "H", "H", "H", "H", "H", "H", "H", "H", "H", "H", "H", "H", "H", "H", "H", "H", "H", "H", "H", "H", "H", "H", "H", "H", "H", "H", "H", "N", "C", "O", "C", "C", "C", "C", "N", "C", "H", "H", "H", "H", "H", "H", "C", "Si", "C", "C", "As", "Si", "C", "C", "C", "Si", "C", "C", "C", "H", "H", "H", "H", "H", "H", "H", "H", "H", "H", "H", "H", "H", "H", "H", "H", "H", "H", "H", "H", "H", "H", "H", "H", "H", "H", "H"], "coordinates": [[0.71798, 0.03648, 2.42627], [6.82766, -5.12433, 0.84557], [5.91114, -3.77039, 0.34745], [4.82220, -3.34112, 1.11274], [4.72491, -3.67585, 2.81321], [3.77719, -2.69790, 0.42639], [2.28558, -2.21361, 1.20415], [3.84013, -2.43500, -1.01904], [2.81842, -2.35715, -1.71059], [5.21859, -2.39067, -1.50454], [5.46444, -1.26994, -2.74416], [6.19776, -3.16830, -0.90963], [7.74606, -3.35492, -1.66131], [0.96910, 3.03621, -0.00032], [2.40887, 2.28147, 0.97056], [3.28956, 1.06094, -0.16172], [3.83756, 3.57176, 1.06018], [1.97040, 1.59236, 2.65882], [3.38529, 0.80644, 3.84291], [5.00274, 0.19474, 3.11602], [2.79335, -0.63448, 4.91317], [3.90188, 2.16814, 5.00674], [0.71852, 2.50347, 3.78856], [0.84149, 4.36355, 4.14663], [0.15873, 1.88761, 5.46559], [-0.80385, 2.45024, 2.64735], [-1.65702, 3.49172, 2.20319], [-2.75579, 3.26604, 1.36507], [-2.87938, 1.94082, 0.92593], [-2.04728, 0.97685, 1.35013], [-0.93380, 1.23811, 2.10834], [1.21225, 3.03301, -1.10270], [0.65448, 4.05709, 0.32395], [0.16268, 2.31140, 0.06237], [2.95207, 1.19481, -1.20160], [2.95715, 0.08969, 0.08577], [4.38334, 1.08601, -0.04838], [3.75266, 4.40741, 1.83073], [3.92510, 4.16061, 0.13879], [4.82736, 3.14388, 1.18667], [4.87928, -0.42574, 2.21550], [5.51694, -0.49267, 3.78766], [5.65493, 1.07834, 2.88327], [3.49581, -0.58253, 5.82465], [3.05908, -1.52438, 4.33526], [1.75591, -0.69019, 5.31224], [4.06487, 3.11302, 4.43325], [4.78945, 2.02341, 5.63330], [3.07992, 2.44655, 5.75459], [1.51793, 4.57954, 5.01199], [-0.11830, 4.89190, 4.40471], [1.25143, 4.89402, 3.21334], [0.74300, 2.46812, 6.21472], [0.32102, 0.82964, 5.71430], [-0.89847, 2.19386, 5.62017], [-1.40215, 4.50458, 2.57362], [-3.43176, 4.04214, 1.07355], [-3.66847, 1.68683, 0.25676], [-2.11543, -0.01755, 1.00272], [-3.46650, -3.42804, 6.10806], [-2.59382, -2.42830, 5.78489], [-2.17833, -1.58484, 6.60361], [-2.13912, -2.51628, 4.37395], [-2.72527, -3.27399, 3.35725], [-2.18545, -3.14899, 2.07443], [-1.08646, -2.34374, 1.84341], [-0.48879, -1.57934, 2.84608], [-1.02571, -1.67637, 4.08259], [-3.84917, -3.40536, 7.09186], [-4.19000, -3.82376, 5.47911], [-3.66395, -3.80628, 3.54614], [-2.44479, -3.83995, 1.31284], [-0.64852, -2.31205, 0.81964], [-0.69087, -1.02808, 4.92350], [-3.56257, -2.88981, -2.15011], [-4.02641, -1.56064, -3.38786], [-4.60049, -2.15327, -5.08498], [-5.39131, -0.59189, -2.58306], [-2.12963, -0.07274, -3.45927], [-2.72934, 1.55960, -5.13244], [-1.88344, 1.58863, -6.80326], [-4.54828, 1.48810, -5.61655], [-2.40647, 3.23115, -4.28437], [-0.40608, -1.47352, -4.62076], [1.13716, -0.33498, -4.38837], [-0.10299, -3.05156, -3.75377], [-0.97792, -1.63746, -6.40484], [-2.50759, -2.78080, -1.89566], [-3.64981, -3.94867, -2.47158], [-4.05273, -2.79699, -1.12475], [-5.63091, -2.39113, -5.12568], [-4.04632, -3.13267, -5.23437], [-4.31827, -1.50830, -5.93591], [-6.43104, -0.95155, -2.76836], [-5.34450, 0.43513, -2.99996], [-5.20292, -0.54706, -1.49503], [-2.28970, 0.79730, -7.47879], [-0.78474, 1.58262, -6.72772], [-2.12124, 2.57084, -7.30110], [-4.75880, 0.76127, -6.41454], [-4.86555, 2.48489, -6.01653], [-5.15541, 1.37011, -4.71301], [-1.31696, 3.41698, -4.30585], [-2.58969, 3.17914, -3.20601], [-2.90270, 4.05251, -4.78188], [1.91916, -0.81916, -3.77092], [0.88844, 0.64136, -3.92431], [1.57407, -0.15955, -5.37484], [0.66045, -2.82362, -2.98496], [0.32404, -3.83604, -4.46057], [-1.04820, -3.34563, -3.33573], [-2.06298, -1.83051, -6.45844], [-0.46278, -2.54490, -6.85409], [-0.69333, -0.71797, -6.99203]], "atomic_forces_ev_per_a": [[0.20, -0.21, -0.98], [0.01, 0.56, 0.14], [0.99, -0.81, -0.55], [-2.16, 0.91, -0.14], [-0.02, 0.01, -0.78], [0.35, -0.33, 1.17], [0.81, -0.60, -0.14], [-0.84, -0.79, 0.45], [1.11, 0.56, 0.44], [0.33, -0.09, 0.13], [0.32, -0.18, -0.55], [-0.37, 0.61, -0.52], [-0.58, 0.04, 0.35], [0.26, 0.03, -0.67], [1.68, 1.09, -0.96], [-0.36, 0.24, -0.22], [-0.49, 1.72, 1.28], [1.99, 0.32, 2.37], [-0.02, 0.59, 0.24], [0.07, 0.35, -1.13], [0.37, 0.14, 0.97], [-1.17, 1.81, 0.83], [-0.60, 1.46, -0.01], [1.00, 1.24, -0.79], [0.37, -0.14, 0.67], [-0.17, 0.40, -1.07], [-0.16, 0.78, 0.74], [2.00, -0.92, 0.85], [-1.36, 1.34, -0.08], [2.60, 0.08, 0.53], [-3.05, 0.00, -0.35], [0.10, 0.33, 1.13], [0.11, -0.89, -0.27], [-0.56, 0.19, 0.14], [0.48, 0.21, 0.21], [-0.22, -1.38, 0.25], [-0.40, 0.15, -0.21], [-0.06, -1.15, -0.61], [-0.38, -0.39, -0.25], [0.01, -0.40, 0.24], [-0.03, 0.38, -0.10], [0.01, 0.32, 0.43], [-0.42, -0.91, 0.13], [-0.97, -0.16, -1.28], [-0.28, -0.24, 0.29], [0.74, 0.01, -0.42], [0.03, -0.58, 0.30], [-0.06, -0.34, -0.32], [0.88, -0.45, -0.94], [-0.31, -0.18, -0.84], [0.65, -0.91, -0.30], [-0.42, -0.51, 1.37], [-0.30, -0.38, -0.41], [-0.36, 0.33, -0.07], [0.54, -0.39, -0.18], [-0.49, -0.71, -0.25], [-0.15, 0.30, -0.20], [-0.57, -0.25, -0.32], [-0.23, -0.99, -0.33], [-1.91, -0.26, 1.88], [-0.40, 0.61, 1.82], [-0.57, -1.83, -1.97], [1.19, 1.09, -0.98], [-0.04, 1.14, 0.53], [0.96, -0.20, 0.79], [0.81, 0.59, 0.75], [-1.87, -1.98, 0.15], [-0.78, -0.35, -0.43], [0.86, 0.18, -1.52], [1.29, 0.54, 0.38], [0.67, -0.17, -0.27], [-0.68, -0.18, -0.76], [-0.15, 0.14, 1.07], [0.08, -0.59, -0.90], [0.32, -0.81, 1.20], [-1.56, -0.19, 0.76], [2.95, -0.85, -0.41], [-0.38, 0.91, -0.01], [-0.11, -1.10, -1.62], [-0.77, 2.19, -0.74], [0.34, 0.06, -0.54], [-0.24, 0.47, 0.29], [1.24, -1.15, 0.51], [1.78, 1.47, -0.07], [-0.43, -0.23, 0.00], [0.93, -0.50, -0.49], [0.29, -0.03, -0.47], [0.23, -0.01, -0.06], [-0.20, 0.63, 0.02], [0.14, 0.04, -1.51], [-1.16, 0.03, 0.21], [-0.58, 0.95, -0.07], [-0.28, -0.22, 0.43], [0.85, 0.01, 0.14], [-0.23, -0.42, 0.51], [-0.23, 0.11, -0.43], [0.60, 0.52, 0.51], [-0.31, -0.30, -0.27], [-0.06, -0.77, 0.71], [-0.12, 0.03, 0.55], [0.61, -0.61, 0.22], [-0.24, -0.35, -0.46], [-0.29, 0.04, -0.28], [-0.53, 0.27, -0.17], [-0.26, 0.14, 0.04], [-0.50, 0.12, -0.20], [0.15, -0.50, -0.35], [0.04, 0.18, 0.05], [-0.51, -0.37, -0.13], [-0.70, 0.92, 0.90], [-0.16, -0.80, 0.39], [0.40, 0.17, -0.23], [-0.48, 1.04, 0.57], [-0.43, -1.11, 0.56]], "charge": 2, "spin_multiplicity": 5, "relative_energy_ev": 2.813, "homo_ev": [-12.08, -13.21], "gap_ha": [0.26850, 0.17899]}

---

Entry 2:
{"formula": "C18H25BBr2FN5O8P3S", "method": "the ωB97M-V functional and the def2-TZVPD basis", "symbols": ["C", "C", "Br", "C", "C", "C", "O", "N", "C", "O", "F", "O", "B", "P", "P", "O", "O", "O", "C", "C", "C", "N", "C", "C", "O", "C", "S", "P", "O", "Br", "H", "H", "H", "H", "H", "H", "H", "H", "H", "H", "H", "H", "H", "H", "H", "H", "C", "C", "N", "H", "H", "H", "C", "C", "N", "H", "H", "H", "C", "C", "N", "H", "H", "H"], "coordinates": [[0.79029, -4.70569, -0.82083], [0.88233, -3.16195, -0.29096], [2.84293, -2.69271, -0.46960], [-0.04585, -2.16489, -1.14292], [-1.21821, -1.45277, -0.24627], [-1.95658, -2.62125, 0.53993], [-1.86239, -2.61474, 1.80540], [-2.78750, -3.68736, -0.04561], [-2.31516, -5.02786, 0.25306], [-2.35922, -5.87813, -0.67656], [-1.80861, -5.46909, 1.49037], [-0.40100, -0.54818, 0.54928], [-0.37153, 0.85371, 0.10309], [-0.54289, 1.84444, 1.77690], [0.29670, 3.83394, 1.44573], [0.15830, 4.64863, 2.76033], [1.98414, 3.68377, 1.15628], [-0.53680, 4.66146, 0.21222], [0.81316, 1.37816, -0.89827], [0.57848, 2.43057, -2.05544], [1.81909, 2.79890, -2.88779], [3.15527, 2.33059, -2.83063], [3.42563, 1.38451, -1.80737], [2.31205, 0.92852, -0.84981], [-1.56365, 0.89325, -0.80517], [-2.00614, -0.43641, -1.21590], [-1.58177, -0.37874, -3.05137], [-3.88596, -0.23469, -1.23068], [-4.70596, -1.43996, -0.33515], [-4.27480, 1.69454, -0.03089], [0.18725, -4.80726, -1.78381], [1.85126, -5.09359, -1.06549], [0.40357, -5.41692, 0.00335], [0.68692, -3.17102, 0.83056], [-0.52522, -2.79971, -1.98413], [0.65983, -1.35641, -1.57364], [-2.98955, -3.54562, -1.04400], [0.34103, 1.21533, 2.72022], [2.28566, 2.98810, 1.78967], [-1.47500, 4.35287, 0.30834], [-0.44972, 2.90752, -2.23212], [1.62348, 3.59565, -3.70122], [4.48364, 0.94734, -1.68092], [2.60957, 0.18730, -0.02110], [-2.74133, -0.04729, -3.74581], [-5.53915, -1.60252, -0.83730], [1.42151, 7.51893, 2.80578], [1.34401, 9.01367, 2.70198], [1.28307, 10.19093, 2.62031], [1.40117, 7.07557, 1.80967], [2.34717, 7.22921, 3.30532], [0.57445, 7.14096, 3.37950], [-0.82198, 0.03396, 5.94122], [-0.84297, 1.22052, 5.02545], [-0.85852, 2.15706, 4.30231], [-1.67861, -0.60966, 5.73427], [0.09635, -0.53585, 5.78931], [-0.86782, 0.36587, 6.97973], [1.75165, -5.50445, -4.41786], [1.68842, -4.00967, -4.51583], [1.63630, -2.82823, -4.60192], [1.72613, -5.94315, -5.41663], [2.67514, -5.80467, -3.92011], [0.90098, -5.87514, -3.84388]], "atomic_forces_ev_per_a": [[0.84, -0.26, 0.28], [-0.46, -1.39, -0.25], [-0.96, 0.01, 0.20], [0.11, -0.96, -0.17], [3.45, 0.57, -2.16], [-0.71, 1.41, 5.59], [0.00, -0.37, -4.95], [2.98, -0.01, 1.47], [-0.23, -3.28, -4.12], [0.04, 3.13, 4.09], [-1.40, 2.19, -2.43], [-1.33, -2.35, 0.49], [0.06, -0.59, -1.74], [-1.00, 0.17, -0.84], [0.92, 2.10, 3.81], [0.31, -1.61, -3.28], [-2.11, 0.15, -0.13], [0.85, -1.98, 1.29], [4.56, 1.74, -3.61], [3.76, -2.05, 1.33], [-1.28, -0.48, 1.05], [-2.51, -1.39, 2.61], [-3.79, 0.60, 0.70], [-0.58, 1.21, -1.21], [-1.09, -1.62, 0.11], [0.20, 2.78, 1.38], [-0.27, -0.93, -0.48], [-1.86, 0.18, -0.45], [0.60, 0.67, -0.81], [0.10, -0.94, -0.03], [0.55, 0.21, 1.47], [-1.73, 0.69, 0.41], [0.34, 1.23, -1.40], [0.25, 0.40, -1.56], [0.88, 1.17, 1.13], [-1.58, -1.13, 0.57], [0.24, -0.71, 0.55], [0.20, 0.56, -1.11], [-0.47, 0.68, -0.74], [1.00, 0.32, -0.15], [1.90, -0.84, 0.18], [0.53, -1.44, 1.34], [-1.86, 0.92, -0.42], [-0.53, 1.23, -1.45], [0.56, -0.32, 1.25], [0.91, 0.22, 0.56], [-0.09, 1.02, -0.04], [-0.07, 2.59, -0.18], [0.19, -3.74, 0.27], [-0.06, 0.04, 0.14], [-0.09, 0.08, -0.06], [0.09, -0.04, -0.16], [-0.03, 0.72, -0.65], [-0.15, 2.23, -1.29], [-0.19, -2.95, 3.80], [0.09, 0.08, -0.05], [-0.08, 0.07, -0.04], [0.01, 0.03, -0.12], [-0.03, 0.93, -0.05], [-0.15, 3.07, -0.22], [0.16, -4.31, 0.31], [0.00, 0.11, 0.07], [-0.09, 0.10, -0.03], [0.08, 0.09, -0.05]], "charge": -1, "homo_ev": -5.06, "gap_ha": 0.25532}

---

Number 1: DFT total energy -8086.064025 a.u.. Number 2: DFT total energy -8271.593898 a.u..